[1]
Molecular formula: C18H47BaN2O13P2
Method: DFT, ωB97M-V with the def2-TZVPD basis set

The value obtained for the HOMO energy is -2.4 eV. For the total energy, the calculation gives -68303.5991 eV. The calculation puts the max |F| at 3.53 eV/A. The calculation puts the HOMO-LUMO gap at 4.3 eV. As for the net charge: -1. As for the spin multiplicity: 1. The value obtained for the energy above the lowest of the compared OMol25 structures with the same formula, charge and spin is 98.3 kJ/mol.

Atoms and positions in Å:
Ba  1.705  0.754  1.958
O  2.910  2.782  3.104
H  2.891  3.722  2.882
O  0.868  0.325  4.443
H  0.105  -0.180  4.751
O  3.714  -0.704  2.881
H  4.559  -1.141  2.723
C  0.415  3.917  1.003
O  0.883  2.874  0.603
N  -0.886  4.254  0.837
C  -1.361  5.574  1.154
C  -1.722  3.390  0.043
H  0.987  4.656  1.585
H  -2.437  5.583  1.325
H  -1.204  6.294  0.335
H  -0.851  5.942  2.043
H  -1.489  2.343  0.207
H  -2.767  3.626  0.245
H  -1.575  3.592  -1.033
C  3.672  1.712  -1.106
O  3.536  1.343  0.027
N  4.592  1.196  -1.975
C  4.554  1.530  -3.381
C  5.589  0.258  -1.509
H  3.101  2.546  -1.564
H  5.529  1.345  -3.831
H  4.401  2.609  -3.474
H  3.790  0.965  -3.919
H  5.487  0.081  -0.444
H  5.569  -0.672  -2.089
H  6.583  0.667  -1.750
C  -0.943  0.722  -4.410
C  0.152  0.292  -3.413
O  -0.370  -0.734  -2.547
P  0.620  -1.439  -1.535
O  1.235  -0.590  -0.538
O  1.654  -2.162  -2.500
C  3.056  -2.165  -2.170
C  3.507  -3.578  -1.820
O  -0.272  -2.611  -0.968
C  -1.000  -3.472  -1.872
C  -1.123  -4.839  -1.219
H  -0.573  0.577  -5.421
H  -1.853  0.162  -4.224
H  -1.129  1.790  -4.288
H  0.996  -0.114  -3.982
H  0.561  1.102  -2.808
H  3.653  -1.837  -3.024
H  3.231  -1.492  -1.330
H  3.213  -4.234  -2.649
H  4.578  -3.609  -1.647
H  2.953  -3.973  -0.967
H  -1.970  -3.015  -2.061
H  -0.488  -3.556  -2.831
H  -1.614  -4.772  -0.246
H  -1.674  -5.507  -1.876
H  -0.121  -5.204  -0.988
C  -4.191  -1.730  -0.333
C  -3.334  -0.533  0.045
O  -3.415  -0.360  1.465
P  -2.157  0.076  2.340
O  -0.964  0.274  1.542
O  -2.003  -0.985  3.473
C  -1.773  -2.363  3.160
C  -0.300  -2.656  2.981
O  -2.666  1.317  3.122
C  -3.881  1.286  3.856
C  -5.116  1.635  3.039
H  -3.782  -2.610  0.173
H  -5.247  -1.599  -0.121
H  -4.044  -1.966  -1.391
H  -2.297  -0.708  -0.235
H  -3.709  0.389  -0.405
H  -2.208  -2.955  3.962
H  -2.263  -2.647  2.218
H  0.286  -2.369  3.851
H  -0.226  -3.739  2.811
H  0.057  -2.199  2.061
H  -3.996  0.351  4.412
H  -3.772  2.020  4.658
H  -5.514  2.612  3.325
H  -4.961  1.575  1.969
H  -5.945  0.959  3.279

***

[2]
Molecular formula: C18H47NO4PmSi2
Method: DFT, ωB97M-V with the def2-TZVPD basis set

The value obtained for the HOMO energy (alpha / beta) is -11.1 / -11.1 eV. For the total energy, the calculation gives -61413.7620 eV. The calculation puts the max |F| at 2.70 eV/A. The calculation puts the HOMO-LUMO gap (alpha / beta) at 7.9 / 8.0 eV. As for the net charge: +1. As for the spin multiplicity: 5.

Atoms and positions in Å:
O  -0.712  -1.128  -0.687
O  0.513  0.916  -3.886
C  -0.092  -2.475  -1.060
C  -1.017  -3.662  -0.877
H  0.799  -2.502  -0.433
H  0.234  -2.399  -2.101
H  -1.406  -3.800  0.135
H  -0.414  -4.535  -1.134
H  -1.867  -3.665  -1.557
C  -1.916  -0.786  -1.592
C  -1.732  -1.225  -3.027
H  -2.073  0.298  -1.523
H  -2.777  -1.296  -1.136
H  -0.817  -0.855  -3.486
H  -2.559  -0.791  -3.600
H  -1.794  -2.308  -3.119
C  0.101  2.148  -3.280
C  1.937  0.768  -4.146
C  -1.205  2.701  -3.895
H  0.891  2.921  -3.328
H  -0.055  1.934  -2.202
H  -1.121  2.779  -4.993
H  -1.408  3.704  -3.459
H  -2.065  2.050  -3.671
C  2.118  0.988  -5.645
H  2.179  -0.244  -3.820
H  2.576  1.458  -3.550
H  1.330  0.449  -6.192
H  3.090  0.645  -6.013
H  1.995  2.061  -5.834
H  3.442  1.627  -1.181
Pm  -1.017  -1.036  1.571
C  2.980  1.060  -0.411
Si  4.183  1.027  1.032
H  2.760  0.051  -0.807
H  2.034  1.555  -0.107
C  5.504  -0.218  0.500
C  3.385  0.384  2.591
C  4.740  2.836  1.285
C  -3.063  -2.128  2.275
Si  -3.901  -0.437  2.110
H  -3.112  -2.635  3.276
H  -3.398  -2.921  1.563
C  -5.308  -0.543  0.876
C  -2.745  0.942  1.427
C  -4.443  0.182  3.787
H  4.310  3.475  0.492
H  5.836  2.939  1.259
H  4.398  3.229  2.254
H  5.228  -1.221  0.861
H  6.502  0.003  0.897
H  5.556  -0.244  -0.599
H  3.252  -0.707  2.528
H  2.410  0.845  2.804
H  4.076  0.599  3.428
H  -3.518  1.701  1.239
H  -2.259  0.815  0.431
H  -2.027  1.409  2.123
H  -5.234  0.944  3.695
H  -3.599  0.630  4.336
H  -4.834  -0.662  4.372
H  -6.114  0.160  1.130
H  -5.722  -1.561  0.887
H  -4.973  -0.321  -0.152
N  0.225  -1.807  3.714
C  0.445  -0.604  4.608
C  -0.238  0.540  3.917
O  -1.086  1.209  4.505
O  0.099  0.627  2.629
H  -0.165  -2.581  4.262
H  1.141  -2.142  3.409
H  -0.002  -0.785  5.591
H  1.518  -0.383  4.705

***

[3]
Molecular formula: C18H47NO4RhSi2
Method: DFT, ωB97M-V with the def2-TZVPD basis set

The value obtained for the HOMO energy (alpha / beta) is -9.5 / -11.9 eV. For the total energy, the calculation gives -47859.8397 eV. The calculation puts the max |F| at 3.76 eV/A. The calculation puts the HOMO-LUMO gap (alpha / beta) at 7.2 / 6.2 eV. As for the net charge: +1. As for the spin multiplicity: 5. The value obtained for the energy above the lowest of the compared OMol25 structures with the same formula, charge and spin is 6.2 kJ/mol.

Atoms and positions in Å:
O  -0.221  1.564  0.975
O  -2.764  1.399  -2.061
C  -1.383  1.698  1.969
C  -0.990  2.512  3.175
H  -1.674  0.672  2.237
H  -2.161  2.164  1.370
H  -0.248  1.996  3.798
H  -1.887  2.635  3.804
H  -0.627  3.506  2.886
C  0.133  2.626  0.014
C  -1.048  3.508  -0.255
H  0.483  2.117  -0.899
H  0.967  3.161  0.478
H  -1.922  2.932  -0.608
H  -0.802  4.203  -1.073
H  -1.321  4.095  0.640
C  -1.959  0.829  -3.100
C  -4.015  0.766  -1.763
C  -1.333  1.959  -3.905
H  -2.581  0.205  -3.762
H  -1.172  0.198  -2.636
H  -2.119  2.596  -4.334
H  -0.730  1.551  -4.718
H  -0.682  2.583  -3.282
C  -5.138  1.692  -2.201
H  -4.046  0.608  -0.668
H  -4.096  -0.212  -2.269
H  -4.992  2.701  -1.800
H  -6.102  1.322  -1.848
H  -5.162  1.758  -3.298
H  0.405  0.697  1.163
Rh  1.687  -0.868  0.603
C  -0.455  -1.096  1.023
Si  -1.341  -2.720  0.687
H  -0.520  -0.878  2.109
H  -1.080  -0.393  0.456
C  -3.120  -2.396  1.258
C  -0.527  -3.987  1.781
C  -1.481  -3.219  -1.119
C  2.461  0.309  1.886
Si  3.459  0.784  0.345
H  3.063  -0.167  2.674
H  1.919  1.167  2.325
C  3.465  2.666  0.285
C  3.111  0.254  -1.445
C  5.203  0.195  0.745
H  -1.375  -2.355  -1.788
H  -2.475  -3.666  -1.283
H  -0.705  -3.956  -1.381
H  -3.144  -2.020  2.293
H  -3.669  -3.348  1.219
H  -3.641  -1.665  0.619
H  0.212  -3.509  2.439
H  -0.036  -4.775  1.193
H  -1.311  -4.432  2.413
H  2.692  1.097  -2.008
H  2.447  -0.615  -1.600
H  4.089  -0.015  -1.866
H  5.895  0.979  0.406
H  5.447  -0.740  0.222
H  5.320  0.062  1.829
H  4.494  2.984  0.053
H  3.178  3.083  1.261
H  2.800  3.064  -0.496
N  3.000  -2.414  1.290
C  2.752  -3.722  0.660
C  1.750  -3.557  -0.465
O  1.334  -4.595  -0.985
O  1.345  -2.347  -0.749
H  3.986  -2.172  1.146
H  2.917  -2.507  2.299
H  3.677  -4.124  0.219
H  2.364  -4.429  1.412

***

[4]
Molecular formula: C18H48B2F8N3O6
Method: DFT, ωB97M-V with the def2-TZVPD basis set

The value obtained for the HOMO energy is -12.2 eV. For the total energy, the calculation gives -59294.1746 eV. The calculation puts the max |F| at 3.87 eV/A. The calculation puts the HOMO-LUMO gap at 9.6 eV. As for the net charge: +1. As for the spin multiplicity: 1. The value obtained for the energy above the lowest of the compared OMol25 structures with the same formula, charge and spin is 206.0 kJ/mol.

Atoms and positions in Å:
C  3.448  -1.437  2.468
O  3.018  -1.526  1.084
C  4.126  -1.595  0.156
C  3.808  -1.469  -1.305
N  2.834  -0.279  -1.472
H  1.914  -0.391  -1.069
H  3.128  0.540  -0.958
C  2.646  0.178  -2.973
C  1.593  -0.615  -3.656
O  1.976  -1.987  -3.606
C  0.919  -2.750  -4.229
H  2.561  -1.496  3.097
H  3.983  -0.553  2.817
H  3.956  -2.379  2.676
H  4.731  -2.467  0.405
H  4.832  -0.791  0.364
H  3.399  -2.365  -1.769
H  4.665  -1.047  -1.830
H  3.551  0.226  -3.578
H  2.199  1.171  -2.913
H  1.370  -0.438  -4.708
H  0.665  -0.453  -3.107
H  1.215  -3.799  -4.216
H  0.865  -2.524  -5.294
H  -0.046  -2.582  -3.751
C  1.004  -4.915  1.100
O  -0.174  -4.445  1.843
C  0.082  -3.315  2.590
C  -1.232  -2.613  2.895
N  -1.874  -1.991  1.589
H  -2.710  -1.491  1.856
H  -1.191  -1.355  1.202
C  -2.354  -2.933  0.448
C  -3.425  -4.027  0.799
O  -4.521  -3.601  1.582
C  -5.435  -4.689  1.816
H  1.846  -5.266  1.696
H  1.477  -4.220  0.406
H  0.707  -5.699  0.403
H  0.744  -2.643  2.044
H  0.709  -3.490  3.464
H  -1.122  -1.757  3.561
H  -2.018  -3.244  3.308
H  -1.454  -3.330  -0.022
H  -2.691  -2.154  -0.237
H  -2.895  -4.858  1.264
H  -3.803  -4.321  -0.180
H  -5.101  -5.525  2.430
H  -5.769  -5.071  0.851
H  -6.362  -4.378  2.297
C  0.889  4.981  -4.085
O  -0.097  4.877  -3.060
C  -0.332  3.554  -2.578
C  -1.387  3.530  -1.313
N  -0.865  4.339  -0.196
H  -0.709  5.320  -0.381
H  -1.562  4.410  0.532
C  0.389  3.825  0.514
C  0.801  4.750  1.659
O  -0.200  4.815  2.675
C  0.014  5.664  3.713
H  1.862  4.858  -3.608
H  0.791  5.995  -4.475
H  0.732  4.240  -4.868
H  0.578  3.045  -2.259
H  -0.751  2.909  -3.349
H  -1.579  2.484  -1.072
H  -2.328  4.050  -1.491
H  1.140  3.698  -0.266
H  0.065  2.896  0.983
H  0.929  5.752  1.250
H  1.748  4.438  2.098
H  0.056  6.690  3.350
H  0.820  5.275  4.334
H  -0.803  5.510  4.418
B  -3.855  1.937  1.286
F  -4.996  2.314  1.977
F  -4.073  2.326  -0.041
F  -2.733  2.539  1.806
F  -3.676  0.556  1.269
B  -0.139  0.118  -0.072
F  0.157  0.621  1.117
F  -1.517  0.023  -0.292
F  0.415  0.929  -1.031
F  0.424  -1.109  -0.179

***

[5]
Molecular formula: C18H48CdN4O7
Method: DFT, ωB97M-V with the def2-TZVPD basis set

The value obtained for the HOMO energy is -7.9 eV. For the total energy, the calculation gives -44300.2907 eV. The calculation puts the max |F| at 2.82 eV/A. The calculation puts the HOMO-LUMO gap at 8.5 eV. As for the spin multiplicity: 1. The value obtained for the energy above the lowest of the compared OMol25 structures with the same formula, charge and spin is 0.0 kJ/mol.

Atoms and positions in Å:
Cd  0.451  0.153  1.043
C  4.161  -1.010  2.239
C  2.772  -0.616  1.772
O  2.555  -0.295  0.574
O  1.806  -0.614  2.584
H  4.144  -1.313  3.284
H  4.777  -0.107  2.236
H  4.605  -1.765  1.598
O  -0.377  0.758  -0.751
H  -0.681  0.466  -1.601
C  -5.046  0.642  1.014
C  -3.813  0.379  0.118
C  -4.330  0.138  -1.309
O  -4.900  -1.162  -1.357
C  -5.764  -1.320  -2.455
N  -2.940  1.562  0.130
H  -5.751  -0.181  0.844
H  -5.598  1.540  0.740
H  -4.822  0.589  2.079
H  -3.276  -0.505  0.466
H  -3.474  0.166  -1.992
H  -5.004  0.981  -1.495
H  -6.633  -0.652  -2.480
H  -6.256  -2.294  -2.379
H  -5.232  -1.282  -3.409
H  -1.981  1.336  -0.231
H  -3.235  2.124  -0.674
C  0.160  -1.176  -3.955
C  1.561  -1.120  -3.361
C  2.714  -1.120  -4.329
O  2.828  -2.442  -4.847
C  3.971  -2.579  -5.654
N  1.615  0.075  -2.520
H  0.111  -0.238  -4.525
H  -0.598  -1.201  -3.174
H  -0.047  -1.934  -4.710
H  1.698  -1.960  -2.661
H  3.600  -0.881  -3.726
H  2.672  -0.349  -5.104
H  3.947  -1.884  -6.500
H  3.979  -3.548  -6.163
H  4.877  -2.554  -5.042
H  2.383  0.103  -1.863
H  0.753  0.230  -1.984
C  1.701  3.559  0.022
C  1.988  3.038  1.414
C  2.552  4.059  2.404
O  2.839  3.444  3.651
C  3.958  2.617  3.684
N  0.778  2.356  1.947
H  1.199  2.865  -0.654
H  2.632  3.797  -0.501
H  1.089  4.465  0.085
H  2.812  2.320  1.321
H  1.787  4.798  2.651
H  3.461  4.533  2.028
H  4.342  2.512  4.705
H  4.798  3.005  3.095
H  3.731  1.579  3.409
H  0.983  2.348  2.957
H  0.048  3.078  1.989
C  -2.500  -1.320  3.866
C  -1.238  -1.229  2.982
C  -1.227  -2.293  1.888
O  -0.198  -2.073  0.911
C  -0.283  -3.062  -0.090
N  -1.168  0.158  2.398
H  -2.447  -0.611  4.687
H  -2.705  -2.329  4.224
H  -3.340  -1.052  3.218
H  -0.350  -1.266  3.612
H  -2.176  -2.304  1.343
H  -1.084  -3.244  2.412
H  -0.150  -4.077  0.298
H  0.384  -2.820  -0.912
H  -1.295  -3.122  -0.520
H  -2.016  0.313  1.849
H  -1.289  0.817  3.162

***

[6]
Molecular formula: C18H48F6O18PS6
Method: DFT, ωB97M-V with the def2-TZVPD basis set

The value obtained for the HOMO energy is -7.2 eV. For the total energy, the calculation gives -146892.1306 eV. The calculation puts the max |F| at 9.15 eV/A. The calculation puts the HOMO-LUMO gap at 9.0 eV. As for the net charge: -1. As for the spin multiplicity: 1. The value obtained for the energy above the lowest of the compared OMol25 structures with the same formula, charge and spin is 1782.4 kJ/mol.

Atoms and positions in Å:
P  -26.004  -12.115  20.528
F  -26.086  -13.702  20.926
F  -27.648  -11.865  20.315
F  -26.030  -11.687  22.095
F  -25.786  -10.576  20.054
F  -24.404  -12.360  20.627
F  -25.747  -12.567  19.030
O  -23.857  -14.682  15.903
S  -24.443  -13.370  16.182
O  -24.241  -12.236  15.265
O  -26.084  -13.610  16.373
C  -26.554  -14.835  16.962
C  -28.032  -14.561  17.184
C  -23.936  -12.849  17.931
H  -26.153  -15.142  17.928
H  -26.344  -15.776  16.453
H  -28.133  -13.671  17.805
H  -28.497  -15.395  17.708
H  -28.531  -14.370  16.234
H  -24.476  -11.906  18.017
H  -22.880  -12.579  17.884
H  -24.185  -13.553  18.725
O  -22.632  -14.182  19.892
S  -22.007  -12.929  20.413
O  -22.038  -12.487  21.838
O  -20.481  -12.678  19.767
C  -20.122  -12.623  18.452
C  -19.100  -11.457  18.297
C  -22.765  -11.436  19.506
H  -20.995  -12.396  17.841
H  -19.846  -13.591  18.034
H  -18.920  -11.442  17.222
H  -18.217  -11.934  18.722
H  -19.390  -10.444  18.574
H  -23.686  -11.139  20.007
H  -22.987  -11.708  18.475
H  -21.999  -10.660  19.486
O  -31.804  -10.109  18.399
S  -30.734  -9.091  18.440
O  -31.047  -7.653  18.630
O  -29.607  -9.593  19.548
C  -29.958  -9.447  20.922
C  -29.136  -10.341  21.854
C  -29.704  -9.393  17.033
H  -31.022  -9.468  21.157
H  -29.636  -8.454  21.234
H  -29.158  -10.082  22.913
H  -28.092  -10.302  21.545
H  -29.293  -11.403  21.664
H  -30.195  -9.081  16.111
H  -29.532  -10.469  17.015
H  -28.736  -8.928  17.218
O  -24.341  -16.113  22.164
S  -25.306  -15.186  22.746
O  -26.661  -15.081  22.179
O  -25.432  -15.433  24.369
C  -24.270  -15.309  25.134
C  -24.080  -16.493  26.105
C  -24.604  -13.485  22.650
H  -24.234  -14.491  25.854
H  -23.358  -15.392  24.543
H  -25.023  -16.767  26.578
H  -23.476  -16.124  26.934
H  -23.696  -17.269  25.444
H  -25.256  -12.750  23.124
H  -24.456  -13.186  21.612
H  -23.646  -13.498  23.169
O  -30.849  -13.863  22.789
S  -29.654  -14.703  22.609
O  -29.118  -15.607  23.610
O  -29.916  -15.504  21.124
C  -28.895  -16.289  20.558
C  -28.099  -15.617  19.491
C  -28.404  -13.515  22.080
H  -29.430  -17.173  20.210
H  -28.224  -16.739  21.290
H  -28.839  -15.326  18.745
H  -27.427  -16.335  19.021
H  -27.370  -14.820  19.632
H  -28.329  -12.895  22.973
H  -28.668  -12.992  21.161
H  -27.540  -14.168  21.954
O  -24.516  -12.777  27.245
S  -24.102  -12.222  25.998
O  -23.659  -13.016  24.832
O  -25.379  -11.316  25.503
C  -25.374  -10.796  24.174
C  -26.915  -10.414  23.963
C  -22.991  -10.706  26.490
H  -24.965  -11.487  23.437
H  -24.767  -9.896  24.074
H  -27.055  -10.015  22.959
H  -27.130  -9.754  24.804
H  -27.645  -11.220  23.896
H  -22.651  -10.178  25.600
H  -22.228  -11.280  27.017
H  -23.612  -10.118  27.165